{"formula": "C64H167N11O24", "method": "the ωB97M-V functional and the def2-TZVPD basis", "elements": ["C", "C", "O", "O", "H", "H", "H", "H", "H", "H", "C", "C", "O", "O", "H", "H", "H", "H", "H", "H", "C", "C", "O", "O", "H", "H", "H", "H", "H", "H", "C", "C", "C", "O", "C", "N", "H", "H", "H", "H", "H", "H", "H", "H", "H", "H", "H", "C", "C", "C", "O", "C", "N", "H", "H", "H", "H", "H", "H", "H", "H", "H", "H", "H", "C", "C", "C", "O", "C", "N", "H", "H", "H", "H", "H", "H", "H", "H", "H", "H", "H", "C", "C", "C", "O", "C", "N", "H", "H", "H", "H", "H", "H", "H", "H", "H", "H", "H", "C", "O", "C", "C", "N", "C", "C", "O", "C", "H", "H", "H", "H", "H", "H", "H", "H", "H", "H", "H", "H", "H", "H", "H", "C", "O", "C", "C", "N", "C", "C", "O", "C", "H", "H", "H", "H", "H", "H", "H", "H", "H", "H", "H", "H", "H", "H", "H", "C", "O", "C", "C", "N", "C", "C", "O", "C", "H", "H", "H", "H", "H", "H", "H", "H", "H", "H", "H", "H", "H", "H", "H", "C", "O", "C", "C", "N", "C", "C", "O", "C", "H", "H", "H", "H", "H", "H", "H", "H", "H", "H", "H", "H", "H", "H", "H", "C", "O", "C", "C", "N", "C", "C", "O", "C", "H", "H", "H", "H", "H", "H", "H", "H", "H", "H", "H", "H", "H", "H", "H", "C", "O", "C", "C", "N", "C", "C", "O", "C", "H", "H", "H", "H", "H", "H", "H", "H", "H", "H", "H", "H", "H", "H", "H", "C", "O", "C", "C", "N", "C", "C", "O", "C", "H", "H", "H", "H", "H", "H", "H", "H", "H", "H", "H", "H", "H", "H", "H"], "xyz": [[1.7362, 0.0140, 4.2239], [2.3144, 0.0031, 5.6328], [1.9695, -1.2789, 6.1477], [0.3222, -0.1989, 4.1864], [2.4007, -0.6483, 3.6351], [1.9247, 0.9614, 3.7180], [1.9564, 0.8324, 6.2284], [3.4101, 0.0612, 5.4722], [2.1087, -1.2584, 7.0934], [0.1398, -0.9539, 4.7814], [-3.6513, 7.2226, -0.4770], [-2.8253, 7.6452, 0.6827], [-2.4687, 8.9948, 0.6482], [-3.6740, 5.8177, -0.5627], [-3.2771, 7.7022, -1.4157], [-4.6486, 7.5969, -0.2884], [-1.9437, 6.9996, 0.8464], [-3.4119, 7.5890, 1.6096], [-2.0474, 9.1025, -0.2028], [-4.4015, 5.4714, -1.0878], [2.8290, 3.2628, 0.8778], [3.8964, 2.2068, 0.9612], [3.4662, 0.8971, 1.4503], [1.8174, 2.9327, -0.0810], [3.3161, 4.2138, 0.6814], [2.3549, 3.2756, 1.8673], [4.5949, 2.5072, 1.7097], [4.3573, 2.1559, -0.0122], [2.7311, 0.5969, 0.8965], [1.4753, 2.0529, 0.0982], [-1.8434, 2.6273, -3.1196], [-2.4850, 1.3599, -2.6204], [-4.0096, 1.4269, -2.8928], [-4.6067, 2.5642, -2.2353], [-4.9850, 2.2515, -0.9208], [-2.0048, 0.2034, -3.3080], [-0.7870, 2.6597, -2.9962], [-2.2507, 3.5328, -2.6967], [-2.0166, 2.6698, -4.2075], [-2.3560, 1.3354, -1.5424], [-4.4710, 0.4850, -2.6438], [-4.1154, 1.5058, -3.9679], [-5.5964, 1.3396, -0.9295], [-5.5534, 3.0664, -0.4557], [-4.1328, 2.1409, -0.2533], [-2.5052, -0.5838, -2.8666], [-1.0147, 0.0154, -3.1901], [-2.3372, 4.0675, 7.9769], [-2.1542, 2.8419, 7.1477], [-1.1639, 3.1365, 6.0865], [-1.8525, 3.8323, 5.0669], [-0.9300, 4.5414, 4.2425], [-1.6313, 1.7951, 7.9566], [-3.3306, 4.1338, 8.4480], [-2.1926, 5.0205, 7.4413], [-1.6233, 3.9721, 8.8195], [-3.0950, 2.5163, 6.6481], [-0.6490, 2.2335, 5.6930], [-0.3347, 3.7991, 6.4904], [-0.4387, 5.4112, 4.6999], [-1.4339, 4.8650, 3.3233], [-0.1172, 3.8790, 3.8990], [-1.5648, 0.9438, 7.4174], [-2.2869, 1.6032, 8.7391], [4.0613, -4.8675, 0.2171], [3.1741, -3.6788, 0.5635], [2.2545, -3.9390, 1.7566], [1.5530, -5.1618, 1.6124], [0.6309, -5.1070, 0.6019], [3.9150, -2.3747, 0.7557], [4.4630, -5.3807, 1.0861], [4.8453, -4.6219, -0.5368], [3.3857, -5.6020, -0.2648], [2.5035, -3.5188, -0.2559], [1.6713, -3.0080, 1.8551], [2.8907, -4.1178, 2.6541], [-0.3174, -5.7291, 0.7167], [1.0762, -5.3522, -0.3480], [0.3499, -4.0470, 0.4497], [4.5180, -2.1965, -0.0499], [4.4951, -2.3272, 1.5916], [-5.4220, 4.4725, 2.5609], [-5.9165, 4.8128, 3.9753], [-7.3639, 4.3933, 4.1202], [-8.1257, 5.0025, 3.0879], [-9.3710, 5.3535, 3.5561], [-5.2953, 3.9987, 5.1213], [-4.4212, 4.8397, 2.3377], [-6.1186, 4.8523, 1.7814], [-5.3636, 3.3871, 2.4477], [-5.7317, 5.8839, 4.2025], [-7.7676, 4.6393, 5.0955], [-7.4223, 3.2876, 4.0210], [-9.7675, 6.1171, 2.8719], [-9.2834, 5.8747, 4.5229], [-10.0772, 4.5454, 3.6700], [-5.4909, 3.0080, 5.0704], [-4.2960, 4.0606, 5.2385], [-1.3317, -2.9794, 3.1180], [-2.3893, -3.8983, 3.0300], [-3.6342, -3.2655, 2.6828], [-4.7612, -4.2253, 2.6642], [-4.8509, -5.1553, 1.5628], [-3.6924, -5.9658, 1.3420], [-3.9994, -6.9706, 0.1528], [-4.3811, -6.2587, -0.9928], [-4.7985, -7.1195, -2.0078], [-0.4418, -3.5228, 3.4891], [-1.5487, -2.1010, 3.7462], [-1.0113, -2.6829, 2.1226], [-3.4378, -2.6909, 1.7763], [-3.9131, -2.5350, 3.4227], [-5.7139, -3.6720, 2.7058], [-4.6765, -4.8165, 3.6062], [-4.9981, -4.7217, 0.6568], [-3.5413, -6.5964, 2.2239], [-2.7977, -5.3817, 1.2243], [-4.9076, -7.5227, 0.5510], [-3.1567, -7.6546, -0.0460], [-5.3718, -7.9346, -1.6259], [-3.9288, -7.5616, -2.5328], [-5.3621, -6.4993, -2.6793], [1.9373, 0.2717, -4.0528], [1.1787, -0.0585, -2.8665], [1.9843, -0.7394, -1.9154], [1.0654, -1.0230, -0.7740], [0.6658, 0.2120, -0.0585], [-0.1418, -0.1197, 1.1342], [-0.7073, 1.1456, 1.7183], [-1.5663, 1.7877, 0.7800], [-1.8996, 3.1157, 1.0785], [1.2231, 0.6899, -4.7568], [2.4314, -0.5671, -4.5809], [2.7008, 1.0524, -3.8277], [2.8463, -0.0918, -1.5777], [2.4098, -1.6046, -2.3845], [1.4879, -1.7154, -0.0403], [0.2139, -1.5651, -1.2391], [0.1362, 0.7810, -0.6967], [0.4591, -0.5938, 1.9021], [-0.9933, -0.8163, 0.9871], [0.0855, 1.8436, 2.0325], [-1.2730, 0.8485, 2.6091], [-2.6429, 3.1901, 1.8964], [-2.3472, 3.6002, 0.1953], [-1.0046, 3.6118, 1.3826], [1.1614, 6.8598, 0.6757], [0.3104, 7.0695, -0.4486], [-0.0571, 5.8377, -1.0765], [-0.5235, 6.1942, -2.4610], [0.5083, 6.9270, -3.3112], [1.7894, 6.2590, -3.3736], [1.7794, 5.1628, -4.4072], [2.9773, 4.4584, -4.3544], [3.1608, 3.6451, -5.5129], [0.7902, 6.1611, 1.3832], [1.2192, 7.7961, 1.1848], [2.1368, 6.3847, 0.4546], [-0.8639, 5.2695, -0.5648], [0.8169, 5.1519, -1.1653], [-1.3131, 6.9781, -2.4296], [-0.9429, 5.3206, -2.9287], [0.7400, 7.7119, -2.7187], [2.1040, 5.7810, -2.4270], [2.5690, 6.9229, -3.7527], [1.6432, 5.5537, -5.4722], [0.9572, 4.4794, -4.2784], [2.3420, 2.9190, -5.5881], [4.0821, 3.0665, -5.3876], [3.2439, 4.2532, -6.3964], [-9.7092, 1.8328, 5.9230], [-8.4070, 1.2912, 5.8856], [-7.5938, 1.4872, 7.0449], [-6.3029, 0.7093, 6.9025], [-5.5779, 0.9586, 5.6981], [-4.3674, 0.1953, 5.5552], [-3.6312, 0.3878, 4.2665], [-4.5018, -0.1723, 3.2757], [-4.0687, 0.1933, 1.9890], [-9.6389, 2.9319, 6.0863], [-10.3328, 1.3869, 6.6858], [-10.1187, 1.7277, 4.9430], [-8.1700, 1.0699, 7.9196], [-7.5024, 2.5507, 7.2296], [-6.5664, -0.3771, 7.0185], [-5.6560, 0.8802, 7.7660], [-6.2886, 0.9315, 4.9429], [-4.5518, -0.8697, 5.6629], [-3.7529, 0.4613, 6.3953], [-2.6519, -0.0719, 4.3187], [-3.5002, 1.4474, 4.0247], [-3.7657, 1.2228, 1.9968], [-4.9235, 0.0570, 1.3001], [-3.2310, -0.3820, 1.6232], [4.7996, -2.8459, -3.7422], [3.9735, -3.1137, -4.8443], [4.4195, -2.6100, -6.1379], [5.6013, -3.4255, -6.6874], [5.2656, -4.8229, -6.8770], [6.3800, -5.6605, -7.2264], [7.5536, -5.7775, -6.2384], [7.0083, -6.1437, -5.0081], [7.9960, -6.1973, -4.0230], [5.7327, -3.4049, -3.7721], [4.2755, -3.1041, -2.7897], [5.0758, -1.7863, -3.6526], [4.6822, -1.5625, -5.9863], [3.5929, -2.7293, -6.8567], [6.4851, -3.2727, -6.0749], [5.8277, -3.0260, -7.7043], [4.8826, -5.1329, -6.0011], [6.7840, -5.3077, -8.2093], [5.9506, -6.6834, -7.4023], [8.1090, -4.8166, -6.1405], [8.2553, -6.5660, -6.5639], [7.6026, -6.4892, -3.0704], [8.4191, -5.1878, -3.9112], [8.7972, -6.8807, -4.2877], [2.0751, -5.4118, -6.6029], [0.6755, -5.3468, -6.7499], [0.1850, -4.0780, -7.0335], [0.3370, -3.0457, -5.8640], [-0.6478, -3.3960, -4.8241], [-0.0701, -4.1214, -3.7652], [-0.9630, -4.3816, -2.5726], [-1.4222, -3.1373, -2.0355], [-2.5164, -3.1800, -1.1036], [2.2593, -6.4766, -6.4056], [2.4330, -4.7927, -5.7752], [2.5784, -5.0461, -7.4964], [-0.8735, -4.1379, -7.3106], [0.7835, -3.6529, -7.8539], [0.2204, -2.0044, -6.2206], [1.3785, -3.0206, -5.4133], [-1.1198, -2.5655, -4.4557], [0.8306, -3.6036, -3.3686], [0.2735, -5.0731, -4.2077], [-0.4201, -5.0144, -1.8272], [-1.8209, -4.9892, -2.9123], [-2.1429, -3.6395, -0.1648], [-3.3128, -3.7975, -1.5417], [-2.8872, -2.1458, -1.0248], [5.8146, 1.3332, -3.0185], [6.7838, 0.4163, -2.5271], [6.7344, 0.3605, -1.1183], [7.4412, -0.9033, -0.7442], [6.7801, -2.1077, -1.2870], [7.4478, -3.3583, -0.9602], [8.9958, -3.4219, -1.2006], [9.2326, -3.0830, -2.5333], [10.6053, -3.0775, -2.8828], [6.1948, 2.3575, -2.8471], [4.8458, 1.0906, -2.4867], [5.5918, 1.2250, -4.1088], [7.2089, 1.2660, -0.7132], [5.6604, 0.3731, -0.8472], [8.5107, -0.7955, -1.1050], [7.4825, -0.8611, 0.3901], [6.7574, -2.0082, -2.2941], [7.2665, -3.6077, 0.0963], [7.0181, -4.1094, -1.6081], [9.5795, -2.7571, -0.5621], [9.3107, -4.4847, -0.9570], [11.0823, -2.2074, -2.3988], [10.6813, -3.0983, -3.9881], [11.1083, -3.9411, -2.4526]], "atomic_forces_ev_per_a": [[0.538, 0.674, -0.119], [0.453, -0.446, -1.440], [-0.123, 0.251, 0.219], [0.598, -0.787, 0.547], [-0.989, -0.550, -0.011], [-0.143, 0.283, 0.278], [-0.184, 0.092, 0.361], [-0.356, 0.227, 0.432], [0.002, -0.179, 0.297], [0.229, 0.414, -0.338], [-0.584, 0.195, -1.088], [0.389, -0.557, 2.170], [0.091, 0.450, -0.467], [0.536, -0.595, 0.200], [-0.109, -0.359, 0.450], [-0.450, 0.244, -0.257], [-0.188, 0.071, -0.406], [-0.029, -0.435, -0.191], [0.453, 0.489, -0.300], [-0.026, 0.324, -0.080], [-1.094, -1.470, 0.658], [-0.586, -1.028, 0.388], [0.062, 1.340, -0.609], [0.786, 1.335, -0.199], [-0.324, 0.185, -0.379], [0.003, 0.464, 0.135], [0.821, 0.368, 0.335], [0.432, -0.388, -0.432], [-0.077, -0.192, -0.115], [-0.034, -0.574, 0.157], [-0.504, 0.042, -1.377], [-0.968, 1.166, 0.457], [1.122, 1.078, 0.124], [0.046, -0.720, -0.668], [-0.261, 0.043, 0.491], [-0.400, -1.528, 0.091], [1.061, -0.197, 0.359], [-0.337, 0.104, 0.348], [0.038, 0.113, 0.151], [0.151, -0.229, 0.482], [-0.478, -0.373, 0.602], [-0.246, 0.483, -0.265], [0.034, 0.087, 0.288], [-0.147, -0.014, -0.531], [0.319, -0.422, -0.012], [0.603, 0.093, -0.596], [0.078, 0.202, 0.180], [-0.640, 0.945, 1.472], [-0.900, -0.129, -0.823], [1.571, 0.670, -0.627], [0.841, 0.652, -0.580], [0.054, -0.400, -0.832], [-0.236, -1.229, 1.778], [0.167, -0.121, -0.215], [0.047, -0.515, 0.086], [-0.121, 0.418, -0.476], [0.265, 0.501, 0.095], [-0.400, 0.187, -0.046], [-0.764, -0.656, -0.191], [-0.388, -0.139, 0.378], [-0.160, 0.031, 0.419], [-0.135, -0.060, 0.172], [0.035, -0.256, -0.022], [0.717, 0.087, -0.660], [-0.690, -0.538, -1.006], [1.579, 0.983, 0.642], [1.849, -0.397, 0.445], [0.123, 0.210, 1.369], [-1.912, 0.725, -1.314], [-0.838, -0.736, -0.242], [0.340, 0.193, 0.155], [-0.468, -0.034, 0.715], [0.479, 0.056, 0.142], [-0.241, 0.278, -0.866], [-0.508, -0.556, 0.337], [-0.488, 0.459, -0.371], [1.388, 0.628, 0.396], [0.261, -0.577, -0.602], [-0.561, -0.275, 0.083], [-0.057, -0.104, 0.267], [-0.203, -0.324, -0.172], [-0.218, -0.016, -0.237], [1.163, -1.413, 1.454], [0.169, -0.252, -0.936], [0.508, -0.434, 0.254], [-0.732, 1.896, 0.040], [-0.355, 1.179, -0.847], [0.040, 0.245, 0.140], [0.434, -0.110, 0.544], [-0.160, -0.126, 0.036], [-0.398, -0.583, -0.100], [0.072, 0.237, 0.267], [0.035, 0.363, 0.022], [-0.181, -0.412, 0.003], [-0.111, -0.166, 0.006], [-0.244, -0.572, -0.073], [-0.211, -0.112, -0.191], [0.303, 0.444, -0.354], [0.788, -0.717, -0.014], [-0.624, 0.040, 0.418], [1.376, 0.593, 0.216], [-0.646, -0.907, 0.075], [-0.403, -0.130, -0.766], [-0.140, -1.985, -0.595], [-0.633, 0.701, 2.160], [0.364, 0.305, 0.525], [1.072, 0.269, -0.687], [-0.529, 0.215, 0.274], [-0.062, -0.205, -0.180], [-0.205, 0.548, -0.330], [-0.441, -0.117, -0.510], [0.224, 0.579, 0.616], [0.361, -0.083, 0.067], [-0.174, 0.296, -0.500], [-0.496, 0.521, 0.299], [0.166, -0.027, 0.019], [0.670, 0.137, -0.431], [0.980, 0.098, -0.591], [-0.204, 0.158, 0.081], [-0.767, -0.569, 0.316], [-0.250, 0.186, 0.053], [-0.362, -0.058, -0.556], [-0.174, 0.622, 0.328], [1.110, 0.064, -1.286], [0.562, 1.509, 0.474], [-0.649, -0.577, 0.235], [0.236, -1.383, 0.409], [-0.348, 0.601, -0.607], [-0.576, 0.360, 0.494], [0.201, -0.828, -0.541], [-0.861, -0.111, 0.122], [-0.097, 0.135, -0.012], [-0.247, -0.109, 0.703], [-0.408, -0.479, -0.011], [-0.649, -0.355, -0.314], [0.177, -0.884, -0.094], [0.291, 0.283, -0.122], [-0.001, 0.349, 0.437], [-0.525, 0.204, -0.190], [0.391, -0.008, -0.049], [0.305, 0.195, -0.587], [-0.017, -0.094, -0.074], [0.036, 0.303, 0.074], [0.234, -0.107, -0.107], [0.313, -0.268, 0.230], [0.668, 0.818, 0.154], [0.158, -0.220, -0.711], [0.408, -1.023, 0.593], [0.288, -0.295, -0.381], [0.150, 1.905, -0.732], [-0.286, -0.668, 1.166], [0.512, -1.122, -0.763], [-0.514, 0.292, -1.834], [1.095, -0.680, -0.352], [0.041, -0.389, 1.292], [-1.175, -0.805, 0.715], [0.514, 0.684, 0.186], [-0.099, 0.772, -0.548], [0.386, 0.559, 0.102], [-0.453, 0.350, 0.382], [0.111, -0.797, 0.311], [0.059, -0.272, -0.523], [-0.442, 0.603, -0.085], [0.167, 0.407, -0.241], [-0.075, 0.405, 0.567], [0.064, 0.058, 1.226], [-0.683, -0.463, 0.313], [-0.072, 0.156, -0.253], [-0.058, 0.242, 0.077], [-0.114, 0.278, -0.549], [1.218, 1.386, 0.391], [0.565, -0.515, -0.245], [-1.637, -0.525, 0.530], [-0.173, -1.222, 0.827], [-1.281, 1.109, -1.082], [-0.388, -0.246, 0.233], [-1.406, 0.393, -0.209], [0.782, 0.052, 0.167], [-1.166, -0.230, -0.468], [-0.176, -0.424, 0.210], [-0.214, -0.241, 0.240], [-0.414, -0.418, -0.586], [0.634, 0.272, -0.470], [0.491, 0.417, -0.093], [0.022, 0.440, -0.268], [-0.033, 0.399, 0.137], [1.208, -0.470, 0.189], [-0.115, -0.617, 0.001], [0.597, 0.206, 0.459], [0.338, -0.411, -0.209], [0.124, 0.155, 0.197], [0.096, 0.707, -0.236], [0.432, 0.072, 0.265], [0.426, -0.421, -0.006], [0.030, 0.298, 0.687], [-0.472, 0.000, -0.868], [0.312, -1.058, 0.811], [-0.159, 0.765, -1.072], [-0.201, 0.575, 0.591], [0.411, -0.976, -1.271], [-0.338, 0.316, -0.480], [-0.539, -0.315, 0.475], [0.609, 0.936, -0.078], [0.203, -0.302, -0.064], [0.177, 0.002, -0.894], [-0.160, 0.122, -0.214], [0.097, 0.146, -0.337], [0.024, 0.168, 0.589], [0.296, 0.109, 0.289], [0.021, 0.037, 0.627], [-0.262, -0.414, 0.363], [-0.223, -0.302, 0.635], [0.543, 0.766, 0.156], [-0.166, -0.413, -0.080], [-0.061, 0.316, -0.184], [-0.575, -0.267, 0.384], [0.199, -0.124, 0.157], [0.240, -0.268, -0.138], [-0.337, -0.229, 0.226], [-0.561, -0.508, 0.341], [0.997, 1.897, 0.278], [0.094, -0.481, 0.325], [-0.953, 1.746, -0.655], [1.421, -0.688, 1.022], [-0.854, -0.618, 0.021], [0.201, 0.068, -0.126], [0.766, -0.650, -0.942], [0.411, 0.413, -0.159], [0.002, -0.195, 0.153], [0.146, -0.235, -0.271], [0.313, -0.125, 0.102], [-0.216, -0.063, -0.397], [-0.454, -0.559, -0.057], [-0.860, -0.340, -0.562], [0.289, -0.271, -0.218], [0.055, -0.123, -0.048], [-0.051, 0.079, 0.577], [-0.285, 0.642, -0.324], [-0.033, 0.238, 0.166], [-0.540, 0.476, -0.159], [0.004, -0.015, 0.351], [0.297, -0.378, 0.408], [-0.606, -0.238, 0.017], [-0.440, 0.191, -1.191], [-0.635, 0.128, -0.827], [1.077, 0.062, 1.181], [0.369, 0.777, 0.576], [1.197, 0.440, 0.248], [-0.806, -0.851, 0.433], [-0.066, -0.291, -0.731], [-0.191, 0.242, 0.294], [-0.640, -0.199, 0.075], [0.759, 0.813, -0.478], [0.655, -0.248, 0.779], [0.042, -0.232, 0.263], [0.421, -0.266, 0.428], [-0.960, -0.196, 0.334], [-0.082, -0.729, -1.118], [0.095, 0.153, -0.005], [-0.047, -0.067, -0.273], [-0.217, -0.411, 0.021], [-0.105, 0.113, 0.361], [-0.129, 0.907, -0.346], [0.038, 0.002, -0.591], [0.065, 0.264, 0.752], [0.075, -0.411, -0.162]], "e_above_lowest_kj_mol": 0.0, "total_charge": 0, "largest_force_ev_per_a": 2.4, "orbital_gap_ha": 0.319, "total_energy_ha": -4946.2351}